# 1
Here is a molecular structure, C12H17N2 at a distorted geometry from the Open Molecules 2025 dataset. Energies are from wB97M-V/def2-TZVPD.

XYZ file:
```
31
Properties=species:S:1:pos:R:3:mulliken_charge:R:1
C -3.91 1.07 -0.21 -0.386
C -2.85 1.82 0.32 -0.885
C -3.71 -0.17 -0.77 -0.751
C -1.68 1.11 0.55 -0.363
C -2.59 -0.91 -0.50 -0.544
C -1.57 -0.23 0.18 0.989
C 1.25 0.16 0.25 0.089
C -0.31 -0.92 0.45 0.685
C 1.43 -2.72 0.26 -1.995
C 2.96 1.75 0.81 -0.986
C 2.43 1.14 -1.66 -0.846
C -0.04 -2.33 -0.06 -0.652
N 0.64 -0.15 1.34 -0.319
N 2.22 0.94 -0.17 0.064
H -4.92 1.60 -0.41 0.287
H -3.04 2.83 0.56 0.431
H -4.41 -0.74 -1.27 0.447
H -0.84 1.58 0.95 0.403
H -2.41 -1.91 -0.81 0.469
H 1.41 -3.77 0.21 0.539
H 1.77 -2.43 1.19 0.430
H 2.08 -2.41 -0.42 0.488
H 2.37 1.70 1.68 0.341
H 3.77 1.13 0.98 0.411
H 3.14 2.85 0.44 0.293
H 1.53 0.62 -2.01 0.296
H 2.49 2.25 -1.67 0.317
H 3.45 0.85 -1.86 0.335
H -0.82 -2.83 0.55 0.538
H -0.21 -2.27 -1.05 0.524
H 0.36 0.38 2.16 0.351
```

As for the lowest unoccupied orbital energy (spin up / spin down): -3.85 / -3.85 eV. The energy relative to the best compared isomer or geometry (same formula, charge and spin) comes out at 101.9 kcal per mole. The HOMO energy (spin up / spin down) comes out at -0.45104 / -0.45100 Eh. Its multiplicity is 1. The gap between HOMO and LUMO (spin up / spin down) comes out at 0.309 / 0.309 hartree. Its total charge is +1.


# 2
Here is a gas-phase ion, C12H17N2O (charge +1) from the Open Molecules 2025 dataset. Energies are from wB97M-V/def2-TZVPD.

XYZ file:
```
32
Properties=species:S:1:pos:R:3:mulliken_charge:R:1
C -4.39 0.21 -0.09 -0.843
C -4.01 1.53 0.24 -0.423
C -3.44 -0.75 -0.21 -1.063
C -2.70 1.85 0.44 -0.701
C -2.05 -0.48 -0.03 0.640
C -1.64 0.90 0.25 0.958
C -1.14 -1.52 0.10 0.579
C 0.92 -0.33 -0.42 0.401
C 0.57 0.05 -1.81 -1.679
C 2.73 1.41 -0.36 -1.567
C 2.27 -0.03 1.66 -1.534
C 2.26 0.04 0.13 1.020
N 0.23 -1.29 0.20 -0.084
N -1.48 -2.80 0.29 -0.389
O -0.45 1.29 0.34 -0.608
H -5.43 -0.02 -0.26 0.424
H -4.77 2.29 0.33 0.404
H -3.73 -1.76 -0.48 0.335
H -2.40 2.86 0.67 0.444
H -0.42 -0.30 -2.10 0.377
H 1.31 -0.38 -2.49 0.412
H 0.61 1.13 -1.92 0.434
H 3.65 1.68 0.14 0.440
H 1.98 2.16 -0.11 0.330
H 2.91 1.42 -1.43 0.397
H 3.16 0.48 2.03 0.411
H 2.31 -1.05 2.04 0.445
H 1.40 0.49 2.07 0.354
H 2.97 -0.71 -0.25 0.339
H 0.69 -1.73 1.00 0.335
H -2.45 -3.08 0.32 0.182
H -0.79 -3.52 0.38 0.231
```

As for the lowest unoccupied orbital energy (spin up / spin down): -4.47 / -4.47 eV. The SMILES is C/C(=[NH+]\C(N)=C1\C=CC=CC1=O)C(C)C. The energy relative to the best compared isomer or geometry (same formula, charge and spin) comes out at 33.6 kcal per mole. The HOMO energy (spin up / spin down) comes out at -0.42739 / -0.42742 Eh. Its multiplicity is 1. The gap between HOMO and LUMO (spin up / spin down) comes out at 0.263 / 0.263 hartree. Its total charge is +1.


# 3
Here is a gas-phase ion, C12H17N2O (charge +1) at a distorted geometry from the Open Molecules 2025 dataset. Energies are from wB97M-V/def2-TZVPD.

XYZ file:
```
32
Properties=species:S:1:pos:R:3:mulliken_charge:R:1
C 2.10 0.05 -3.12 -0.133
C 0.70 0.06 -3.28 -0.988
C 2.66 0.10 -1.90 -1.389
C -0.10 0.21 -2.16 0.267
C 1.81 0.14 -0.78 0.346
C 0.44 0.22 -0.87 -0.537
C -1.15 -1.34 0.16 0.438
C -2.14 1.32 1.40 -0.786
C -1.21 0.59 2.37 -0.836
C -1.59 1.19 -0.01 -0.406
C 0.14 0.51 1.57 -0.090
C 1.12 -0.51 2.26 -1.470
N -0.37 -2.37 -0.31 -0.303
N -0.45 0.29 0.23 0.687
O -2.19 -1.36 0.68 -0.391
H 2.69 -0.05 -4.07 0.335
H 0.38 -0.12 -4.30 0.397
H 3.65 0.01 -1.77 0.579
H -1.19 0.19 -2.13 0.358
H 2.23 -0.01 0.26 0.142
H -3.11 0.87 1.54 0.317
H -2.28 2.35 1.70 0.369
H -0.92 1.09 3.34 0.486
H -1.75 -0.33 2.68 0.336
H -2.33 0.70 -0.65 0.422
H -1.22 2.15 -0.29 0.426
H 0.56 1.49 1.59 0.633
H 1.54 0.00 3.11 0.475
H 2.00 -1.02 1.68 0.367
H 0.55 -1.36 2.65 0.369
H 0.44 -2.01 -0.83 0.248
H -0.97 -3.04 -0.76 0.334
```

As for the lowest unoccupied orbital energy: -3.03 eV. The SMILES is C[C@@H]1CCC[N@@+]1(C(N)=O)c1ccccc1. The energy relative to the best compared isomer or geometry (same formula, charge and spin) comes out at 64.3 kcal per mole. The HOMO energy comes out at -0.48777 Eh. Its multiplicity is 1. The gap between HOMO and LUMO comes out at 0.376 hartree. Its total charge is +1.


# 4
Here is 2 unconnected molecules or ions with the total composition C12H17N2P at a distorted geometry from the Open Molecules 2025 dataset. Energies are from wB97M-V/def2-TZVPD.

XYZ file:
```
32
Properties=species:S:1:pos:R:3:mulliken_charge:R:1
C -4.11 -0.01 -0.01 0.743
C -3.35 1.09 0.06 -0.007
C -0.20 -0.97 -1.31 -0.480
C -0.10 -0.17 -0.27 0.122
C -0.44 -2.46 -1.11 -0.754
C -0.35 -0.53 1.20 -0.205
C -0.23 -2.90 0.30 -0.871
C -0.90 -1.93 1.33 -0.813
C 0.79 1.88 -1.44 -1.195
C 1.42 2.84 0.89 -1.612
C 2.70 0.88 -0.19 -1.438
C 1.44 1.77 -0.18 1.081
N -4.73 -0.99 -0.04 -0.481
N 0.08 1.23 -0.40 0.264
P -2.35 2.27 0.23 -0.256
H -1.44 -2.42 -1.38 0.389
H 0.20 -3.02 -1.84 0.340
H 0.58 -0.45 1.81 0.226
H -1.02 0.18 1.58 0.336
H -0.80 -3.87 0.38 0.296
H 0.76 -3.00 0.51 0.482
H -0.48 -2.25 2.28 0.321
H -1.94 -1.92 1.13 0.327
H -0.07 -0.52 -2.33 0.327
H 0.27 2.68 -1.70 0.383
H 1.26 1.39 -2.29 0.267
H 1.70 3.73 0.40 0.441
H 2.04 2.47 1.71 0.394
H 0.44 3.13 1.28 0.277
H 3.51 1.45 -0.14 0.635
H 2.61 0.17 0.76 0.184
H 2.72 0.26 -1.20 0.276
```

As for the lowest unoccupied orbital energy: -0.46 eV. The SMILES is CC1(C)CN1C1=CCCCC1.N#CC#P. The energy relative to the best compared isomer or geometry (same formula, charge and spin) comes out at 90.0 kcal per mole. The HOMO energy comes out at -0.31120 Eh. Its multiplicity is 1. The gap between HOMO and LUMO comes out at 0.294 hartree.


# 5
Here is a single C12H17N3OS3 molecule at a distorted geometry from the Open Molecules 2025 dataset. Energies are from wB97M-V/def2-TZVPD.

XYZ file:
```
36
Properties=species:S:1:pos:R:3:mulliken_charge:R:1
C 2.49 -0.51 1.69 -1.754
H 2.59 -0.50 0.61 0.305
H 3.46 -0.28 2.13 0.436
H 2.19 -1.51 1.99 0.400
C 1.45 0.52 2.14 2.200
C 0.11 0.18 1.52 -0.371
C -1.02 0.94 1.62 -0.510
S -2.34 0.20 0.80 -0.200
C -1.24 -1.10 0.35 0.306
N -0.05 -0.96 0.81 -0.528
N -1.61 -2.24 -0.33 0.019
C -2.55 -2.52 -1.28 0.451
O -2.66 -3.66 -1.68 -0.637
C -3.38 -1.39 -1.83 -0.256
H -3.31 -0.46 -1.29 0.049
H -4.42 -1.71 -1.93 0.390
S -2.84 -1.07 -3.55 -0.156
C -1.36 -0.22 -3.24 0.335
N -0.96 0.12 -2.09 -0.112
C 0.29 0.80 -2.07 -0.330
H 0.99 0.18 -1.49 0.014
H 0.16 1.74 -1.53 0.256
C 0.81 1.05 -3.50 -0.526
H 0.82 2.10 -3.76 0.335
H 1.81 0.63 -3.66 0.346
S -0.35 0.20 -4.63 -0.197
H -0.97 -3.01 -0.16 0.252
H -1.16 1.88 2.11 0.482
C 1.31 0.48 3.67 -1.739
H 0.99 -0.51 3.99 0.385
H 0.59 1.21 4.01 0.363
H 2.27 0.70 4.13 0.444
C 1.88 1.92 1.70 -1.523
H 1.17 2.67 2.03 0.369
H 1.96 1.97 0.61 0.255
H 2.86 2.16 2.12 0.448
```

As for the lowest unoccupied orbital energy: 0.46 eV. The SMILES is CC(C)(C)c1csc(NC(=O)CSC2=NCCS2)n1. The HOMO energy comes out at -0.30825 Eh. Its multiplicity is 1. The gap between HOMO and LUMO comes out at 0.325 hartree.


# 6
Here is a molecular structure, C12H17N5Tl from the Open Molecules 2025 dataset. Energies are from wB97M-V/def2-TZVPD.

XYZ file:
```
35
Properties=species:S:1:pos:R:3:mulliken_charge:R:1
Tl -1.37 1.81 -2.20 0.829
C -1.81 2.20 0.99 -0.748
N -1.76 2.06 2.43 0.054
C -0.36 1.85 2.82 -0.691
N 0.22 0.66 2.19 0.121
C 0.14 0.82 0.75 -0.647
N -1.27 1.00 0.28 0.134
C -2.05 -0.18 0.73 -0.662
N -2.00 -0.35 2.17 0.085
C -2.53 0.86 2.81 -0.740
C -0.59 -0.50 2.57 -0.754
H -1.24 3.08 0.69 0.416
H -2.85 2.34 0.68 0.376
H -0.31 1.73 3.90 0.340
H 0.23 2.73 2.54 0.335
H 0.54 -0.07 0.26 0.236
H 0.73 1.68 0.44 0.279
H -1.64 -1.06 0.24 0.244
H -3.09 -0.05 0.41 0.351
H -2.49 0.74 3.89 0.339
H -3.57 1.00 2.51 0.346
H -0.18 -1.40 2.10 0.342
H -0.55 -0.63 3.65 0.331
N 0.65 0.32 -2.42 -0.534
C 1.45 -0.66 -2.74 0.412
C 2.77 -0.38 -3.23 -0.277
C 3.61 -1.40 -3.57 -0.565
C 3.18 -2.73 -3.40 -0.287
C 1.91 -3.04 -2.91 -0.639
C 1.04 -2.03 -2.60 -0.047
H 3.07 0.66 -3.33 0.427
H 4.60 -1.20 -3.95 0.391
H 3.86 -3.53 -3.66 0.392
H 1.61 -4.08 -2.80 0.392
H 0.04 -2.23 -2.23 0.418
```

As for the lowest unoccupied orbital energy (spin up / spin down): -5.29 / -4.84 eV. The energy relative to the best compared isomer or geometry (same formula, charge and spin) comes out at 0.0 kcal per mole. The HOMO energy (spin up / spin down) comes out at -0.43625 / -0.42783 Eh. Its multiplicity is 1. The gap between HOMO and LUMO (spin up / spin down) comes out at 0.242 / 0.250 hartree. Its total charge is +1.


no.,total energy (eV)
1,-15689.17174
2,-17740.94793
3,-17739.61490
4,-24983.60123
5,-51743.93128
6,-24854.95079